No. 1
The following is a DFT calculation (ωB97M-V/def2-TZVPD) of a 2-piece molecular cluster, C4H5IO2 overall at a distorted geometry.

Summary:
M ... 212.0 g/mol
Net charge ... 0
2S+1 ... 3
Lowest unoccupied orbital energy (alpha / beta) ... 0.7631 / -2.2207 eV
HOMO-LUMO gap (alpha / beta) ... 7.4 / 7.2 eV

Each line ends with the Löwdin charge.
Element x y z (Å)
C (1.971, 0.517, 0.693)  -0.618
C (-0.564, -0.605, -1.127)  -0.091
C (-0.947, -1.087, 0.262)  -0.088
C (-0.256, 0.187, 0.066)  -0.427
O (2.889, -0.147, 0.632)  0.055
O (-0.747, 1.355, 0.521)  -0.021
I (2.113, 2.604, 1.334)  0.692
H (0.379, -1.111, -1.611)  0.141
H (-1.332, -0.472, -1.836)  0.078
H (-1.974, -1.173, 0.667)  0.125
H (-0.372, -1.858, 0.602)  0.058
H (-1.162, 1.789, -0.203)  0.096

No. 2
The following is a DFT calculation (ωB97M-V/def2-TZVPD) of one molecule with the formula C4H5IOS at a distorted geometry.

Summary:
M ... 228.1 g/mol
SMILES string ... O=C1SCC[C@@H]1I
Net charge ... 0
Lowest unoccupied orbital energy ... 0.2552 eV
HOMO-LUMO gap ... 9.8 eV

Each line ends with the Löwdin charge.
Element x y z (Å)
C (1.413, -2.019, 0.163)  -0.781
C (0.448, 0.279, -0.305)  -0.338
C (-0.797, -0.593, -0.196)  -0.443
C (1.556, -0.399, 0.466)  -0.712
O (2.295, -2.807, 0.252)  -0.002
S (-0.247, -2.342, -0.263)  0.984
I (3.526, 0.263, -0.056)  0.845
H (0.736, 0.373, -1.354)  0.103
H (0.242, 1.274, 0.089)  0.115
H (-1.344, -0.439, 0.733)  0.076
H (-1.480, -0.435, -1.029)  0.075
H (1.461, -0.296, 1.544)  0.078

No. 3
The following is a DFT calculation (ωB97M-V/def2-TZVPD) of C4H5InO6 as an isolated structure at a distorted geometry.

Summary:
M ... 263.9 g/mol
Net charge ... +1
2S+1 ... 2
Lowest unoccupied orbital energy (alpha / beta) ... -5.4540 / -8.8666 eV
HOMO-LUMO gap (alpha / beta) ... 9.7 / 6.3 eV

Each line ends with the Löwdin charge.
Element x y z (Å)
H (-0.900, -0.001, 0.584)  0.081
O (-0.571, 2.466, 0.986)  -0.115
C (0.060, 2.143, -0.066)  -0.642
O (1.057, 2.658, -0.534)  0.184
O (-0.423, 0.946, -0.580)  -0.047
C (0.392, 0.108, -1.398)  -0.094
O (0.607, -1.648, 0.325)  0.069
C (-0.008, -1.435, 1.513)  -0.575
C (0.113, -1.323, -0.988)  -0.091
O (-0.939, -0.474, 1.490)  -0.018
O (0.367, -1.963, 2.521)  0.200
In (-1.005, 1.469, 2.574)  1.426
H (1.451, 0.360, -1.269)  0.154
H (0.116, 0.238, -2.454)  0.159
H (-0.962, -1.544, -1.041)  0.154
H (0.646, -2.000, -1.664)  0.157

No. 4
The following is a DFT calculation (ωB97M-V/def2-TZVPD) of C4H5LiLuO2 as an isolated structure at a distorted geometry.

Summary:
M ... 267.0 g/mol
Net charge ... +2
2S+1 ... 2
Lowest unoccupied orbital energy (alpha / beta) ... -9.2257 / -10.8651 eV
HOMO-LUMO gap (alpha / beta) ... 7.0 / 4.8 eV

Each line ends with the Löwdin charge.
Element x y z (Å)
H (-3.070, -1.087, 1.176)  0.156
C (-1.021, 0.365, 0.228)  -0.460
C (-0.448, -1.029, 0.086)  -0.100
C (1.037, -0.816, -0.226)  -0.190
C (1.207, 0.686, -0.198)  -0.241
O (-1.357, 0.877, 1.300)  0.120
O (-0.229, 1.193, -0.516)  -0.271
Li (-0.350, 3.079, -0.939)  0.743
Lu (2.841, 2.435, -0.567)  1.695
H (-1.012, -1.586, -0.671)  0.137
H (-0.582, -1.570, 1.034)  0.135
H (1.281, -1.249, -1.212)  0.140
H (1.703, -1.297, 0.506)  0.134

No. 5
The following is a DFT calculation (ωB97M-V/def2-TZVPD) of C4H5LiMnO3 as an isolated structure at a distorted geometry.

Summary:
M ... 163.0 g/mol
Net charge ... +1
2S+1 ... 7
Lowest unoccupied orbital energy (alpha / beta) ... -3.8928 / -3.9229 eV
HOMO-LUMO gap (alpha / beta) ... 6.7 / 9.1 eV

Each line ends with the Löwdin charge.
Element x y z (Å)
Mn (0.817, 2.358, 0.362)  0.948
O (1.333, 0.185, -0.118)  -0.203
C (2.564, -0.561, -0.182)  0.017
H (2.725, -1.103, 0.756)  0.115
H (2.498, -1.263, -1.019)  0.116
H (3.342, 0.190, -0.338)  0.106
C (-2.622, 0.369, -0.253)  0.040
C (-1.297, 0.304, -0.080)  -0.324
O (-0.627, 1.074, 0.821)  -0.331
C (0.221, -0.450, 0.219)  -0.480
O (0.116, -1.656, 0.336)  0.011
Li (-1.765, -2.042, 0.715)  0.837
H (-3.121, -0.482, -0.723)  0.058
H (-3.110, 1.314, -0.002)  0.090

No. 6
The following is a DFT calculation (ωB97M-V/def2-TZVPD) of C4H5LiO2Yb as an isolated structure at a distorted geometry.

Summary:
M ... 265.1 g/mol
Net charge ... +1
2S+1 ... 2
Lowest unoccupied orbital energy (alpha / beta) ... -4.5455 / -4.5327 eV
HOMO-LUMO gap (alpha / beta) ... 4.9 / 7.0 eV

Each line ends with the Löwdin charge.
Element x y z (Å)
H (-1.121, -1.022, -1.036)  0.111
C (-0.639, 0.491, -0.655)  -0.590
C (0.791, 0.953, -0.397)  -0.095
C (1.362, -0.232, 0.398)  -0.190
C (0.148, -0.940, 0.981)  -0.197
O (-0.874, -0.016, 0.691)  -0.285
O (-1.601, 1.239, -1.016)  -0.139
Li (-3.292, 0.591, 0.263)  0.810
Yb (-0.803, -3.274, 0.953)  1.042
H (0.719, 1.894, 0.168)  0.142
H (1.270, 1.151, -1.366)  0.133
H (2.002, -0.027, 1.271)  0.134
H (2.038, -0.808, -0.255)  0.125

No. 7
The following is a DFT calculation (ωB97M-V/def2-TZVPD) of one molecule with the formula C4H5N at a distorted geometry.

Summary:
M ... 67.1 g/mol
SMILES string ... c1cc[nH]c1
Net charge ... 0
Lowest unoccupied orbital energy ... 1.0822 eV
HOMO-LUMO gap ... 9.0 eV

Each line ends with the Löwdin charge.
Element x y z (Å)
N (0.376, 1.057, -0.044)  -0.028
C (1.217, -0.025, 0.079)  -0.141
C (0.389, -1.094, -0.225)  -0.117
C (-0.956, -0.698, 0.069)  -0.112
C (-0.926, 0.677, 0.165)  -0.145
H (0.664, 1.976, -0.353)  0.143
H (2.105, 0.026, 0.703)  0.111
H (0.695, -2.001, -0.744)  0.091
H (-1.844, -1.328, 0.076)  0.091
H (-1.719, 1.411, 0.274)  0.107

No. 8
The following is a DFT calculation (ωB97M-V/def2-TZVPD) of a 2-piece molecular cluster, C4H5N overall at a distorted geometry.

Summary:
M ... 67.1 g/mol
SMILES string ... C=C=C.C#N
Net charge ... 0
Lowest unoccupied orbital energy ... 0.9919 eV
HOMO-LUMO gap ... 10.4 eV

Each line ends with the Löwdin charge.
Element x y z (Å)
C (2.246, 1.022, -0.290)  -0.038
C (-0.877, -0.576, 0.121)  -0.219
C (-0.909, -0.416, 1.403)  -0.025
C (-1.015, -0.484, -1.187)  -0.017
N (1.183, 1.431, -0.101)  0.086
H (3.185, 0.662, -0.530)  0.032
H (-1.721, -0.783, 1.864)  0.004
H (-0.069, 0.071, 2.053)  0.097
H (-0.624, -1.306, -1.783)  0.059
H (-1.400, 0.380, -1.550)  0.022

No. 9
The following is a DFT calculation (ωB97M-V/def2-TZVPD) of one molecule with the formula C4H5N at a distorted geometry.

Summary:
M ... 67.1 g/mol
SMILES string ... C=C=NC=C
Net charge ... 0
Lowest unoccupied orbital energy ... 1.0695 eV
HOMO-LUMO gap ... 10.2 eV

Each line ends with the Löwdin charge.
Element x y z (Å)
C (-1.332, -0.583, -0.213)  -0.213
C (0.807, -0.547, 0.169)  -0.263
C (1.977, 0.001, -0.084)  -0.010
C (-1.433, 0.651, 0.214)  0.002
N (-0.188, -1.211, 0.258)  0.086
H (-1.883, -1.121, -0.828)  0.059
H (2.598, -0.419, -0.939)  0.072
H (2.492, 0.913, 0.463)  0.093
H (-2.435, 1.267, 0.116)  0.100
H (-0.602, 1.050, 0.845)  0.074

No. 10
The following is a DFT calculation (ωB97M-V/def2-TZVPD) of C4H5N2 as an isolated structure at a distorted geometry.

Summary:
M ... 81.1 g/mol
Net charge ... +1
Lowest unoccupied orbital energy ... -5.2414 eV
HOMO-LUMO gap ... 9.3 eV

Each line ends with the Löwdin charge.
Element x y z (Å)
C (-0.594, -1.398, 2.896)  0.315
C (-0.669, -0.954, 1.697)  -0.373
C (-0.222, 0.033, 0.046)  -0.273
C (0.656, -0.260, 1.172)  0.035
N (-1.295, -0.661, 0.475)  0.194
N (-0.050, 0.528, -1.151)  0.274
H (1.088, 0.403, 1.904)  0.145
H (1.446, -0.840, 0.834)  0.126
H (-2.231, -1.182, 0.236)  0.258
H (0.704, 0.798, -1.736)  0.150
H (-0.987, 0.683, -1.492)  0.149

No. 11
The following is a DFT calculation (ωB97M-V/def2-TZVPD) of an isolated ion of composition C4H5N2O and charge +1 at a distorted geometry.

Summary:
M ... 97.1 g/mol
SMILES string ... O=[N+]1CC=CC=N1
Net charge ... +1
Lowest unoccupied orbital energy ... -7.3027 eV
HOMO-LUMO gap ... 8.5 eV

Each line ends with the Löwdin charge.
Element x y z (Å)
C (-1.110, -0.696, 0.397)  -0.017
C (-1.028, 0.628, 0.211)  0.004
C (-0.046, -1.531, -0.180)  0.017
C (0.315, 1.127, -0.273)  -0.035
N (1.182, -1.121, -0.160)  0.183
N (1.411, 0.184, 0.057)  -0.209
O (2.404, 0.704, 0.426)  0.247
H (-2.073, -1.214, 0.636)  0.146
H (-1.666, 1.398, 0.587)  0.131
H (-0.142, -2.547, -0.497)  0.143
H (0.224, 0.961, -1.449)  0.219
H (0.528, 2.106, 0.245)  0.173

No. 12
The following is a DFT calculation (ωB97M-V/def2-TZVPD) of an isolated ion of composition C4H5N2O and charge +1 at a distorted geometry.

Summary:
M ... 97.1 g/mol
SMILES string ... COc1[nH]c#c[nH+]1
Net charge ... +1
Lowest unoccupied orbital energy (alpha / beta) ... -7.0971 / -7.3364 eV
HOMO-LUMO gap (alpha / beta) ... 7.4 / 7.4 eV

Each line ends with the Löwdin charge.
Element x y z (Å)
C (3.398, -0.227, 0.259)  0.074
C (2.977, 1.005, -0.026)  0.081
C (1.267, -0.458, -0.199)  -0.255
C (-1.093, 0.072, 0.120)  0.024
N (2.419, -1.149, 0.021)  0.175
N (1.624, 0.925, -0.175)  0.150
O (0.014, -0.830, -0.307)  0.026
H (-1.860, -0.707, 0.316)  0.109
H (-1.466, 0.655, -0.757)  0.123
H (-0.956, 0.522, 1.195)  0.156
H (2.610, -2.129, 0.182)  0.185
H (0.850, 1.531, -0.390)  0.152

No. 13
The following is a DFT calculation (ωB97M-V/def2-TZVPD) of an isolated ion of composition C4H5N2O4S and charge -1 at a distorted geometry.

Summary:
M ... 177.2 g/mol
SMILES string ... O=S(=O)([O-])C1=N[C@H](O)CC=N1
Net charge ... -1
Lowest unoccupied orbital energy ... 3.3703 eV
HOMO-LUMO gap ... 8.6 eV

Each line ends with the Löwdin charge.
Element x y z (Å)
C (-0.004, -0.784, 0.804)  -0.427
C (0.283, 1.443, 0.231)  -0.142
C (-0.540, 0.246, -0.159)  -0.097
C (2.048, 0.136, 0.216)  -0.387
N (1.430, -0.880, 0.687)  0.119
N (1.515, 1.393, 0.228)  0.133
O (4.127, -1.374, -0.036)  -0.394
O (3.804, 0.655, -1.507)  -0.379
O (4.449, 0.994, 0.783)  -0.376
O (-0.377, -2.085, 0.383)  0.005
S (3.836, 0.074, -0.173)  0.429
H (-0.190, -0.486, 1.923)  0.177
H (-0.247, 2.338, 0.485)  0.104
H (-0.354, -0.180, -1.077)  0.101
H (-1.592, 0.494, -0.059)  0.111
H (0.404, -2.522, 0.468)  0.023

No. 14
The following is a DFT calculation (ωB97M-V/def2-TZVPD) of a 2-piece molecular cluster, C4H5N2OS overall at a distorted geometry.

Summary:
M ... 129.2 g/mol
Net charge ... +1
Lowest unoccupied orbital energy (alpha / beta) ... -5.1204 / -5.1212 eV
HOMO-LUMO gap (alpha / beta) ... 8.3 / 8.3 eV

Each line ends with the Löwdin charge.
Element x y z (Å)
C (0.914, -0.593, -0.523)  0.072
C (-2.639, 0.566, -0.019)  -0.896
C (-1.112, -1.545, 0.450)  0.048
C (1.809, 0.370, -0.763)  -0.118
N (-0.020, -1.301, -0.154)  0.118
N (2.263, 1.264, 0.098)  0.105
O (-1.703, 1.208, 0.310)  0.072
S (-3.937, -0.127, -0.462)  0.897
H (-1.275, -1.305, 1.516)  0.140
H (-1.868, -2.162, 0.011)  0.085
H (2.397, 0.441, -1.673)  0.152
H (3.243, 1.739, 0.150)  0.189
H (1.929, 1.444, 1.058)  0.138

No. 15
The following is a DFT calculation (ωB97M-V/def2-TZVPD) of an isolated ion of composition C4H5N2S and charge +1 at a distorted geometry.

Summary:
M ... 113.2 g/mol
SMILES string ... CCC#[N+]N=C=S
Net charge ... +1
Lowest unoccupied orbital energy ... -5.0389 eV
HOMO-LUMO gap ... 9.1 eV

Each line ends with the Löwdin charge.
Element x y z (Å)
C (2.134, -3.843, -2.697)  -0.645
C (1.111, -0.773, -1.167)  0.130
C (-0.326, 0.467, 0.490)  -0.016
C (0.729, 0.456, -0.745)  -0.140
N (1.339, -1.839, -1.702)  0.160
N (1.489, -2.981, -2.145)  0.067
S (2.861, -5.046, -3.356)  0.919
H (0.075, -0.003, 1.283)  0.021
H (-1.321, 0.055, 0.117)  0.109
H (-0.557, 1.509, 0.982)  0.134
H (1.478, 1.051, -0.380)  0.110
H (0.209, 0.869, -1.595)  0.150

No. 16
The following is a DFT calculation (ωB97M-V/def2-TZVPD) of an isolated ion of composition C4H5N2S2 and charge +1 at a distorted geometry.

Summary:
M ... 145.2 g/mol
Net charge ... +1
Lowest unoccupied orbital energy ... -5.4336 eV
HOMO-LUMO gap ... 7.9 eV

Each line ends with the Löwdin charge.
Element x y z (Å)
C (0.154, -0.349, -1.662)  -0.618
C (1.250, 1.800, 0.006)  -0.860
C (-0.321, 0.251, 1.208)  -0.124
C (-0.650, -1.087, 0.475)  -0.107
N (0.303, 1.127, 0.272)  -0.031
N (-0.391, -1.184, -0.932)  0.057
S (2.336, 2.700, -0.563)  0.865
S (0.813, 0.576, -2.681)  1.029
H (-1.226, 0.920, 1.462)  0.163
H (0.435, 0.166, 2.075)  0.164
H (-0.090, -1.814, 1.060)  0.139
H (-1.685, -1.163, 0.642)  0.117
H (-0.927, -1.945, -1.362)  0.205

No. 17
The following is a DFT calculation (ωB97M-V/def2-TZVPD) of one molecule with the formula C4H5N3 at a distorted geometry.

Summary:
M ... 95.1 g/mol
Net charge ... 0
Lowest unoccupied orbital energy ... -0.1179 eV
HOMO-LUMO gap ... 8.1 eV

Each line ends with the Löwdin charge.
Element x y z (Å)
C (-1.579, 0.098, 0.285)  -0.009
N (-0.374, -0.438, -0.404)  -0.004
C (0.991, -0.034, 0.088)  -0.320
C (2.006, -0.739, -0.578)  -0.265
N (2.832, -1.347, -1.136)  0.121
C (1.125, 1.228, 0.645)  -0.281
N (1.187, 2.285, 1.129)  0.123
H (-1.669, -0.435, 1.230)  0.104
H (-2.467, -0.089, -0.325)  0.098
H (-1.471, 1.167, 0.474)  0.092
H (-0.473, -0.365, -1.433)  0.182
H (-0.109, -1.330, 0.025)  0.159

No. 18
The following is a DFT calculation (ωB97M-V/def2-TZVPD) of C4H5N3 as an isolated structure at a distorted geometry.

Summary:
M ... 95.1 g/mol
Net charge ... 0
Lowest unoccupied orbital energy ... 0.4608 eV
HOMO-LUMO gap ... 10.1 eV

Each line ends with the Löwdin charge.
Element x y z (Å)
C (-0.521, 0.207, 1.893)  -0.225
C (-0.472, -0.537, -0.516)  -0.146
C (0.385, -0.124, -1.583)  -0.120
C (1.330, 0.743, -1.070)  -0.111
H (-1.400, -1.099, 1.065)  0.153
H (-0.195, 1.129, 2.594)  0.158
H (-1.222, -1.384, -0.777)  0.149
H (0.355, -0.185, -2.816)  0.156
H (2.098, 1.010, -1.768)  0.087
N (-1.742, -0.238, 2.026)  0.072
N (0.151, -0.121, 0.594)  -0.223
N (1.232, 0.600, 0.359)  0.049

No. 19
The following is a DFT calculation (ωB97M-V/def2-TZVPD) of one molecule with the formula C4H5N3 at a distorted geometry.

Summary:
M ... 95.1 g/mol
SMILES string ... C=NN1C[C@@H]1C#N
Net charge ... 0
Lowest unoccupied orbital energy ... 0.3349 eV
HOMO-LUMO gap ... 10.3 eV

Each line ends with the Löwdin charge.
Element x y z (Å)
C (-2.656, -0.708, -0.204)  0.024
C (0.044, 1.239, -0.483)  -0.191
C (0.751, 0.551, 0.590)  -0.219
C (1.925, -0.232, 0.170)  -0.157
H (-3.602, -0.789, 0.210)  0.026
H (-2.436, -1.430, -1.005)  0.074
H (0.485, 1.460, -1.454)  0.106
H (-0.808, 2.116, -0.236)  0.173
H (0.463, 0.659, 1.620)  0.127
N (-1.695, -0.044, 0.515)  0.008
N (-0.390, -0.088, -0.243)  -0.102
N (2.873, -0.885, -0.210)  0.131

No. 20
The following is a DFT calculation (ωB97M-V/def2-TZVPD) of a 2-piece molecular cluster, C4H5N3 overall at a distorted geometry.

Summary:
M ... 95.1 g/mol
Net charge ... 0
Lowest unoccupied orbital energy ... -0.5689 eV
HOMO-LUMO gap ... 8.7 eV

Each line ends with the Löwdin charge.
Element x y z (Å)
C (-1.608, 0.949, -0.283)  -0.271
C (1.338, 0.953, 0.061)  -0.181
C (-0.709, -1.308, 0.459)  -0.098
C (-0.681, -0.088, -0.399)  -0.181
N (-2.366, 1.806, -0.361)  0.157
N (2.509, 0.052, -0.153)  0.101
N (2.182, 0.861, -1.020)  0.023
H (1.395, 1.733, 0.904)  0.114
H (-1.468, -1.258, 1.207)  0.066
H (-0.648, -2.294, -0.074)  0.097
H (0.277, -1.204, 1.014)  0.084
H (-0.221, -0.202, -1.356)  0.090